*A*
DFT (the ωB97M-V functional and the def2-TZVPD basis) results for an isolated molecule of C4H5FS.

Kohn-Sham gap ... 8.016 eV
LUMO ... -0.97 eV
Structure (SMILES) ... C=CC(=S)CF
Highest occupied orbital energy ... -0.33024 hartree
Molar mass ... 104.15 g/mol

Geometry (Å):
1 C 0.352 0.097 1.480
2 C -0.104 -0.130 0.072
3 C 0.968 -0.053 -0.923
4 C 0.747 -0.505 -2.158
5 H 0.727 -0.828 1.969
6 H -0.537 0.466 2.012
7 H 1.921 0.254 -0.541
8 H 1.516 -0.344 -2.898
9 H -0.187 -0.962 -2.470
10 F 1.377 1.048 1.497
11 S -1.726 -0.279 -0.149

---

*B*
DFT (the ωB97M-V functional and the def2-TZVPD basis) results for an isolated molecule of C4H5FS.

Kohn-Sham gap ... 7.957 eV
LUMO ... -0.95 eV
Structure (SMILES) ... C=CC(=S)CF
Highest occupied orbital energy ... -0.32745 hartree
Molar mass ... 104.15 g/mol

Geometry (Å):
1 C 0.572 -0.637 1.383
2 C -0.174 -0.082 0.126
3 C -0.296 1.382 0.036
4 C -0.465 2.090 -1.074
5 H 0.492 -1.713 1.502
6 H 0.206 -0.019 2.318
7 H -0.481 2.122 0.944
8 H -0.575 3.108 -0.785
9 H -0.316 1.818 -2.092
10 F 1.866 -0.330 1.096
11 S -0.872 -1.179 -0.911

---

*C*
DFT (the ωB97M-V functional and the def2-TZVPD basis) results for an isolated molecule of C4H5FS.

Kohn-Sham gap ... 8.222 eV
LUMO ... -0.51 eV
Structure (SMILES) ... C/C(C=S)=C\F
Highest occupied orbital energy ... -0.32081 hartree
Molar mass ... 104.15 g/mol

Geometry (Å):
1 C -0.052 1.326 -0.023
2 C -0.013 -0.138 -0.200
3 C -1.150 -0.923 -0.138
4 C 1.169 -0.928 0.056
5 H 0.784 1.867 -0.459
6 H -0.950 1.874 -0.386
7 H -0.070 1.579 1.066
8 H -0.929 -1.957 0.119
9 H 0.975 -2.037 0.182
10 F -2.365 -0.396 -0.099
11 S 2.602 -0.268 -0.119

---

Most favorable first, least favorable last: *A*, *C*, *B*

---

*A*
DFT (the ωB97M-V functional and the def2-TZVPD basis) results for a cluster of 3 separate species, C3H7O4 in total.

Kohn-Sham gap ... 3.115 eV
LUMO ... -0.87 eV
Charge ... -1
Highest occupied orbital energy ... -0.14633 hartree
Molar mass ... 107.08 g/mol

Geometry (Å):
1 O -2.039 -0.379 -0.670
2 C -0.803 -0.315 -0.016
3 O -0.797 0.028 1.181
4 C 0.266 -0.692 -0.802
5 C 1.683 -0.265 -0.334
6 O 3.631 0.664 0.911
7 H 1.564 0.144 0.756
8 H 0.123 -0.959 -1.844
9 H 2.449 -1.124 -0.273
10 H 2.163 0.618 -0.880
11 H 4.347 1.134 1.367
12 H -2.836 -0.097 -0.203
13 H -5.292 0.771 0.563
14 O -4.458 0.471 0.244

---

*B*
DFT (the ωB97M-V functional and the def2-TZVPD basis) results for a cluster of 2 separate species, C3H7O4 in total.

Kohn-Sham gap ... 7.934 eV
LUMO ... 3.70 eV
Charge ... -1
Highest occupied orbital energy ... -0.15545 hartree
Molar mass ... 107.08 g/mol

Geometry (Å):
1 O 0.751 1.301 -0.057
2 C -0.243 1.304 0.684
3 O -0.966 2.150 1.189
4 C -0.897 -0.215 0.774
5 C 0.250 -1.149 0.465
6 O -0.096 -2.538 0.151
7 H -1.779 -0.325 0.126
8 H -1.334 -0.311 1.758
9 H 0.888 -0.805 -0.270
10 H 0.731 -1.144 1.365
11 H -0.952 -2.766 0.480
12 H 1.159 -0.853 -1.916
13 H 0.852 0.624 -2.193
14 O 1.032 -0.171 -2.644

---

Most favorable first, least favorable last: *B*, *A*

---

*A*
DFT (the ωB97M-V functional and the def2-TZVPD basis) results for a cluster of 2 separate species, C3H9O3 in total.

Kohn-Sham gap ... 6.997 eV
LUMO ... 3.90 eV
Charge ... -1
Highest occupied orbital energy ... -0.11385 hartree
Molar mass ... 93.10 g/mol

Geometry (Å):
1 C -0.355 0.841 -0.199
2 O -1.431 0.100 0.149
3 C 0.888 0.522 0.732
4 C 1.613 -0.708 0.279
5 O 2.337 -1.494 1.264
6 H -0.038 0.521 -1.239
7 H -0.485 1.945 -0.229
8 H 0.458 0.305 1.745
9 H 1.495 1.408 0.968
10 H 0.929 -1.344 -0.289
11 H 2.404 -0.412 -0.421
12 H 1.676 -1.568 1.946
13 H -3.740 -0.567 -1.625
14 H -2.519 0.244 -1.192
15 O -3.231 0.207 -1.890

---

*B*
DFT (the ωB97M-V functional and the def2-TZVPD basis) results for a cluster of 2 separate species, C3H9O3 in total.

Kohn-Sham gap ... 6.507 eV
LUMO ... 4.05 eV
Charge ... -1
Highest occupied orbital energy ... -0.09046 hartree
Molar mass ... 93.10 g/mol

Geometry (Å):
1 C -0.437 0.638 -0.421
2 O -0.492 1.685 -1.209
3 C -0.552 -0.733 -1.130
4 C -0.048 -1.755 -0.186
5 O 1.383 -1.520 0.173
6 H 0.452 0.563 0.305
7 H -1.294 0.587 0.250
8 H -0.111 -0.690 -2.052
9 H -1.662 -0.855 -1.249
10 H -0.562 -1.611 0.776
11 H -0.105 -2.792 -0.494
12 H 1.611 -1.052 -0.590
13 H 0.042 2.986 1.781
14 H 0.927 1.834 1.888
15 O 0.848 2.715 2.158

---

Most favorable first, least favorable last: *A*, *B*

---

*A*
DFT (the ωB97M-V functional and the def2-TZVPD basis) results for a cluster of 2 separate species, C4H13N3O in total.

Kohn-Sham gap (spin up / spin down) ... 10.170 / 4.865 eV
LUMO (spin up / spin down) ... -3.19 / -8.47 eV
Charge ... +1
Highest occupied orbital energy (spin up / spin down) ... -0.49108 / -0.49015 hartree
2S+1 ... 2
⟨S²⟩ ... 0.7544
Molar mass ... 119.17 g/mol

Geometry (Å):
1 C -1.859 0.102 -0.314
2 C -1.766 0.997 0.876
3 N -2.974 1.568 1.224
4 O -0.773 1.208 1.575
5 H -2.807 0.059 -0.742
6 H -1.719 -0.942 0.006
7 H -1.008 0.357 -0.988
8 H -3.842 1.404 0.728
9 H -3.011 2.165 2.045
10 C 1.375 -1.798 0.471
11 N 1.088 -1.127 -0.803
12 C 2.071 -0.098 -1.134
13 N 1.916 1.210 -0.467
14 H 0.656 -2.576 0.778
15 H 2.343 -2.302 0.586
16 H 1.333 -1.010 1.275
17 H 0.985 -1.746 -1.590
18 H 1.890 0.034 -2.210
19 H 3.149 -0.402 -0.926
20 H 1.191 1.774 -0.886
21 H 1.761 1.122 0.495

---

*B*
DFT (the ωB97M-V functional and the def2-TZVPD basis) results for a cluster of 2 separate species, C4H13N3O in total.

Kohn-Sham gap (spin up / spin down) ... 10.204 / 7.074 eV
LUMO (spin up / spin down) ... -3.13 / -6.50 eV
Charge ... +1
Highest occupied orbital energy (spin up / spin down) ... -0.49020 / -0.49899 hartree
2S+1 ... 2
⟨S²⟩ ... 0.7548
Molar mass ... 119.17 g/mol

Geometry (Å):
1 C -2.420 0.246 0.174
2 C -1.146 0.574 0.960
3 C 0.077 0.294 0.113
4 C 0.877 1.238 -0.561
5 N 1.934 0.905 -1.316
6 N 0.633 -1.003 0.059
7 N -2.492 -1.137 -0.258
8 H -2.432 0.959 -0.659
9 H -3.124 0.555 0.957
10 H -1.116 1.655 1.108
11 H -1.026 -0.021 1.869
12 H 0.547 2.268 -0.652
13 H 2.607 0.254 -0.877
14 H 2.433 1.734 -1.627
15 H 0.033 -1.657 0.553
16 H 0.664 -1.159 -0.946
17 H -3.447 -1.376 -0.487
18 H -1.895 -1.240 -1.066
19 H 3.763 -1.315 1.251
20 H 2.299 -0.964 0.758
21 O 3.231 -0.811 0.648

---

Most favorable first, least favorable last: *B*, *A*

---

*A*
DFT (the ωB97M-V functional and the def2-TZVPD basis) results for a structure of composition C4H10N3.

Kohn-Sham gap (spin up / spin down) ... 10.317 / 10.316 eV
LUMO (spin up / spin down) ... -4.19 / -4.19 eV
Charge ... +1
Highest occupied orbital energy (spin up / spin down) ... -0.53324 / -0.53323 hartree
Molar mass ... 100.14 g/mol

Geometry (Å):
1 C -0.656 -1.045 0.920
2 C -1.043 -0.552 -0.192
3 C 0.389 1.553 1.848
4 C 0.003 -1.163 -2.272
5 N -1.710 -0.167 1.005
6 N 0.934 0.588 0.858
7 N -0.969 -0.333 -1.437
8 H -0.026 -1.730 1.467
9 H 0.851 1.289 2.808
10 H 0.460 2.594 1.626
11 H -0.662 1.037 1.947
12 H -0.505 -1.706 -3.039
13 H 0.566 -0.368 -2.712
14 H 0.789 -1.761 -1.672
15 H 2.017 0.473 1.243
16 H -1.559 0.296 -2.051
17 H 1.122 0.996 -0.347

---

*B*
DFT (the ωB97M-V functional and the def2-TZVPD basis) results for a structure of composition C4H10N3.

Kohn-Sham gap ... 10.933 eV
LUMO ... -3.10 eV
Charge ... +1
Highest occupied orbital energy ... -0.51576 hartree
Molar mass ... 100.14 g/mol

Geometry (Å):
1 C 1.220 0.412 0.722
2 C -1.246 0.314 0.638
3 C -0.002 1.014 0.045
4 C -0.007 -1.287 -0.459
5 N 1.157 -0.940 0.214
6 N -1.111 -1.016 0.271
7 N -0.022 0.438 -1.280
8 H 2.173 0.837 0.357
9 H 1.117 0.522 1.800
10 H -1.114 0.459 1.796
11 H -2.242 0.734 0.479
12 H -0.112 2.160 0.098
13 H 0.110 -2.117 -1.250
14 H 2.024 -1.488 0.126
15 H -1.876 -1.412 -0.162
16 H -0.891 0.823 -1.600
17 H 0.824 0.547 -1.797

---

Most favorable first, least favorable last: *B*, *A*

---

*A*
DFT (the ωB97M-V functional and the def2-TZVPD basis) results for a cluster of 2 separate species, C4H10N3 in total.

Kohn-Sham gap ... 9.819 eV
LUMO ... -4.13 eV
Charge ... +1
Highest occupied orbital energy ... -0.51259 hartree
Molar mass ... 100.14 g/mol

Geometry (Å):
1 C -3.204 0.564 0.544
2 C -0.770 -0.856 0.383
3 C 2.103 1.091 0.297
4 C 1.472 -0.005 -0.541
5 N -3.325 0.984 -0.526
6 N -0.361 -2.082 0.570
7 N -0.003 -0.002 -0.193
8 H -2.282 -0.318 0.842
9 H 1.679 2.028 0.002
10 H 1.933 1.004 1.352
11 H 3.146 0.971 0.113
12 H 1.880 -0.966 -0.205
13 H 1.768 0.351 -1.599
14 H -3.214 1.537 -1.324
15 H -0.829 -2.861 0.800
16 H 0.521 -2.290 -0.005
17 H -0.516 0.851 -0.511

---

*B*
DFT (the ωB97M-V functional and the def2-TZVPD basis) results for a cluster of 2 separate species, C4H10N3 in total.

Kohn-Sham gap ... 10.582 eV
LUMO ... -2.83 eV
Charge ... +1
Highest occupied orbital energy ... -0.49303 hartree
Molar mass ... 100.14 g/mol

Geometry (Å):
1 C 3.030 -0.195 -0.120
2 C -0.868 0.448 0.345
3 C 3.528 0.996 0.009
4 C -3.053 -0.244 -0.289
5 N 2.236 -1.107 -0.033
6 N -0.406 -0.723 0.370
7 N -2.111 0.769 0.097
8 H -0.295 1.207 0.792
9 H 4.300 1.109 0.874
10 H 3.747 1.564 -0.826
11 H -3.045 -1.172 0.285
12 H -2.808 -0.527 -1.284
13 H -4.062 0.114 -0.187
14 H 2.530 -1.826 -0.647
15 H 0.696 -0.827 0.278
16 H -1.055 -1.348 -0.001
17 H -2.364 1.761 0.336

---

*C*
DFT (the ωB97M-V functional and the def2-TZVPD basis) results for a cluster of 2 separate species, C4H10N3 in total.

Kohn-Sham gap ... 10.619 eV
LUMO ... -3.79 eV
Charge ... +1
Highest occupied orbital energy ... -0.52948 hartree
Molar mass ... 100.14 g/mol

Geometry (Å):
1 C -2.578 1.372 -2.179
2 C 1.601 1.101 0.801
3 C -0.521 -0.812 1.372
4 C 1.069 0.116 -0.265
5 N -1.786 0.694 -1.691
6 N -0.451 -1.466 -1.024
7 N 0.074 -0.643 -0.085
8 H 0.900 1.969 1.003
9 H -3.320 2.028 -2.546
10 H 1.776 0.608 1.737
11 H 0.114 -0.416 2.083
12 H -1.386 -0.228 1.463
13 H -0.748 -1.814 1.571
14 H 2.627 1.604 0.492
15 H 1.713 0.084 -1.141
16 H -1.404 -1.511 -1.058
17 H -0.218 -1.013 -1.892

---

*D*
DFT (the ωB97M-V functional and the def2-TZVPD basis) results for a structure of composition C4H10N3.

Kohn-Sham gap ... 8.616 eV
LUMO ... -3.83 eV
Charge ... +1
Highest occupied orbital energy ... -0.45753 hartree
Molar mass ... 100.14 g/mol

Geometry (Å):
1 C 0.610 1.018 -1.256
2 C -1.458 1.503 -0.508
3 C 0.517 -0.201 -0.357
4 C -0.658 0.007 0.581
5 N -0.336 1.792 -1.237
6 N -1.445 -1.168 0.762
7 N 1.975 -0.460 0.093
8 H 1.673 1.209 -1.522
9 H -2.263 1.051 -1.063
10 H -1.741 2.240 0.226
11 H 0.069 -1.113 -0.968
12 H -0.486 0.384 1.609
13 H -2.188 -1.185 -0.002
14 H -1.967 -1.085 1.563
15 H 2.348 -0.546 -0.866
16 H 1.921 -1.297 0.783
17 H 2.186 0.505 0.489

---

Most favorable first, least favorable last: *B*, *C*, *D*, *A*

---

*A*
DFT (the ωB97M-V functional and the def2-TZVPD basis) results for the ion C4H10N3 with charge +1.

Kohn-Sham gap ... 9.630 eV
LUMO ... -4.48 eV
Structure (SMILES) ... CN1CC[N+](C)=N1
Charge ... +1
Highest occupied orbital energy ... -0.51838 hartree
Molar mass ... 100.14 g/mol

Geometry (Å):
1 C -0.013 -0.441 -1.295
2 C -1.286 0.158 -0.639
3 C 2.431 -0.661 -0.439
4 C -1.583 0.774 1.801
5 N 0.462 0.194 0.815
6 N 1.063 -0.224 -0.275
7 N -0.842 0.327 0.712
8 H -0.003 -1.512 -1.643
9 H 0.339 0.055 -2.245
10 H -1.480 1.064 -1.142
11 H -2.242 -0.396 -0.803
12 H 3.009 -0.635 0.578
13 H 2.532 -1.542 -0.939
14 H 2.887 0.173 -0.969
15 H -1.500 0.000 2.558
16 H -2.599 0.989 1.664
17 H -1.172 1.675 2.262

---

*B*
DFT (the ωB97M-V functional and the def2-TZVPD basis) results for a cluster of 2 separate species, C4H10N3 in total.

Kohn-Sham gap ... 10.177 eV
LUMO ... -3.60 eV
Charge ... +1
Highest occupied orbital energy ... -0.50639 hartree
Molar mass ... 100.14 g/mol

Geometry (Å):
1 C -2.123 0.664 0.662
2 C -2.025 0.722 -0.734
3 C -1.152 -0.244 1.080
4 C 0.795 -1.406 0.022
5 N -0.393 -0.587 0.031
6 N 2.417 0.782 0.001
7 N -0.983 -0.013 -1.065
8 H -2.997 1.066 1.319
9 H -2.772 1.118 -1.467
10 H -0.923 -0.607 2.040
11 H 1.023 -1.992 -0.936
12 H 1.640 -0.836 0.127
13 H 0.849 -2.088 0.914
14 H 3.208 1.182 0.449
15 H 2.390 1.225 -0.947
16 H -0.550 -0.168 -1.932
17 H 1.597 1.180 0.436

---

*C*
DFT (the ωB97M-V functional and the def2-TZVPD basis) results for the ion C4H10N3 with charge +1.

Kohn-Sham gap (spin up / spin down) ... 7.552 / 7.552 eV
LUMO (spin up / spin down) ... -3.88 / -3.88 eV
Charge ... +1
Highest occupied orbital energy (spin up / spin down) ... -0.41995 / -0.41999 hartree
Molar mass ... 100.14 g/mol

Geometry (Å):
1 C -0.282 -1.045 0.153
2 C -0.665 1.159 0.420
3 C 1.825 0.182 0.038
4 C -2.518 -0.248 -0.311
5 N -1.124 -0.018 0.144
6 N 1.108 -0.891 0.177
7 N 3.176 0.185 -0.076
8 H -0.740 -2.025 0.517
9 H 0.073 1.335 1.180
10 H -1.433 1.924 0.374
11 H 1.274 1.043 -0.313
12 H -2.522 0.184 -1.249
13 H -2.489 -1.374 -0.496
14 H -3.393 0.137 0.309
15 H 1.753 -1.660 0.178
16 H 3.625 0.814 -0.684
17 H 3.643 -0.713 -0.068

---

Most favorable first, least favorable last: *B*, *A*, *C*

---

*A*
DFT (the ωB97M-V functional and the def2-TZVPD basis) results for a cluster of 2 separate species, C4H10OSi2 in total.

Kohn-Sham gap ... 7.949 eV
LUMO ... -0.21 eV
Highest occupied orbital energy ... -0.29978 hartree
Molar mass ... 130.29 g/mol

Geometry (Å):
1 C -2.362 -0.664 1.061
2 C 3.041 -0.630 -2.153
3 C -2.339 0.432 1.810
4 C 2.197 -1.593 -2.576
5 O 0.047 0.172 -1.298
6 Si -0.937 1.543 2.260
7 Si 0.396 -1.347 -1.899
8 H -3.355 -1.246 0.882
9 H -1.621 -1.283 0.457
10 H 4.096 -0.612 -2.337
11 H 2.757 0.211 -1.617
12 H -3.328 0.864 2.241
13 H 2.609 -2.508 -3.053
14 H 0.555 0.946 -1.020
15 H -0.694 1.206 3.674
16 H -1.304 2.954 2.092
17 H 0.241 1.556 1.474

---

*B*
DFT (the ωB97M-V functional and the def2-TZVPD basis) results for a cluster of 2 separate species, C4H10OSi2 in total.

Kohn-Sham gap (spin up / spin down) ... 5.472 / 7.558 eV
LUMO (spin up / spin down) ... -0.72 / -0.15 eV
Highest occupied orbital energy (spin up / spin down) ... -0.22761 / -0.28325 hartree
Molar mass ... 130.29 g/mol

Geometry (Å):
1 C -1.282 -2.947 0.261
2 C -1.116 2.614 0.049
3 C -1.345 -1.727 0.798
4 C -1.367 1.380 0.547
5 O -1.006 -0.219 -1.808
6 Si 3.034 0.298 -0.260
7 Si -0.857 -0.212 -0.185
8 H -1.852 -3.681 0.760
9 H -0.593 -3.362 -0.504
10 H -1.279 3.464 0.725
11 H -0.774 2.900 -1.010
12 H -1.883 -1.428 1.784
13 H -1.678 1.527 1.580
14 H -0.471 -0.859 -2.454
15 H 2.312 -0.675 -1.055
16 H 2.528 1.522 -0.813
17 H 4.470 0.183 -0.178

---

*C*
DFT (the ωB97M-V functional and the def2-TZVPD basis) results for a cluster of 2 separate species, C4H10OSi2 in total.

Kohn-Sham gap ... 7.682 eV
LUMO ... 0.09 eV
Highest occupied orbital energy ... -0.27916 hartree
Molar mass ... 130.29 g/mol

Geometry (Å):
1 C -2.230 0.533 1.352
2 C 1.744 -0.422 1.548
3 C -1.583 1.313 0.513
4 C 1.496 0.610 0.744
5 O 0.413 1.883 -1.550
6 Si 0.240 -2.008 -1.843
7 Si -0.014 0.770 -0.354
8 H -3.118 0.839 1.964
9 H -1.734 -0.494 1.691
10 H 2.802 -0.570 1.820
11 H 1.098 -1.317 1.874
12 H -2.067 2.327 0.191
13 H 2.172 1.415 0.659
14 H -0.138 1.795 -2.406
15 H 1.567 -1.978 -2.400
16 H 0.006 -3.048 -0.867
17 H -0.652 -1.646 -2.936

---

Most favorable first, least favorable last: *C*, *A*, *B*